14
Properties=species:S:1:pos:R:3:mulliken_charge:R:1 method="wB97M-V/def2-TZVPD" total_charge=+1 energy_ev=-170575.489 e_lumo_ha=-0.212 relative_energy_kcal_mol=20.6
Sn -0.8528 -0.5344 -0.5443 0.9305
Br 3.1945 0.4402 0.2274 0.5522
C 2.6237 0.3375 2.1406 -0.4280
Br 1.4944 -1.1362 2.5099 0.0350
H 2.1328 1.2900 2.3073 0.3031
H 3.5573 0.2227 2.6726 0.4116
O -4.9628 0.6522 -0.2343 -0.3892
C -3.8215 0.4897 -0.4089 0.7131
N -2.6401 0.3321 -0.5851 -0.5624
O 0.4468 1.1315 -1.7639 -0.5899
S 0.7110 2.0225 -0.6384 1.4024
O 2.4650 1.8923 -0.4086 -0.3283
O 0.2092 1.3777 0.5849 -0.6080
O 0.6328 3.4192 -0.7838 -0.4422